# 1
{"formula": "C26H20FN7O2Pt", "method": "ωB97M-V/def2-TZVPD", "species": ["Pt", "N", "C", "N", "C", "N", "N", "C", "C", "C", "C", "C", "C", "N", "C", "C", "C", "C", "C", "C", "H", "H", "H", "H", "H", "H", "H", "H", "H", "H", "H", "O", "N", "N", "O", "C", "C", "C", "C", "C", "C", "H", "H", "H", "H", "H", "F", "C", "C", "C", "C", "C", "C", "H", "H", "H", "H"], "positions_angstrom": [[-0.21927, -0.64407, -0.14097], [0.52323, 0.25953, 4.13568], [-0.04311, 0.18328, 2.93839], [0.29484, -0.70189, 2.03784], [1.28264, -1.61830, 2.33998], [1.53653, -2.59368, 1.45950], [0.92050, -2.41394, 0.32216], [0.40593, -3.55709, -0.30480], [-0.93531, -3.42536, -0.64914], [-1.72331, -4.48387, -1.15633], [-3.06704, -4.29648, -1.37063], [-3.63549, -3.05549, -1.08651], [-2.82116, -2.02715, -0.64011], [-1.51813, -2.18443, -0.43131], [1.95638, -1.57367, 3.60027], [2.98440, -2.46124, 3.95272], [3.57030, -2.35787, 5.19074], [3.14915, -1.37817, 6.10001], [2.14117, -0.49354, 5.77866], [1.54924, -0.59701, 4.52557], [0.19547, 0.95917, 4.78668], [-0.82696, 0.89504, 2.70984], [1.00130, -4.45592, -0.38417], [-1.24704, -5.43487, -1.35048], [-3.67731, -5.10522, -1.74821], [-4.69052, -2.87010, -1.22379], [-3.22557, -1.04258, -0.44797], [3.29755, -3.21382, 3.24313], [4.36280, -3.03738, 5.47178], [3.62188, -1.31548, 7.07087], [1.81549, 0.26217, 6.48231], [1.33343, 0.82644, -0.16035], [1.28504, 2.00048, -0.52207], [0.02537, 2.51834, -0.50663], [-0.91105, 1.89214, -0.00501], [-0.12432, 3.80361, -1.07994], [1.00119, 4.54187, -1.46480], [0.79763, 5.78529, -2.02912], [-0.49215, 6.27554, -2.20675], [-1.60013, 5.52603, -1.81683], [-1.42551, 4.28298, -1.24606], [1.99892, 4.15937, -1.32285], [1.64891, 6.37839, -2.33198], [-0.63670, 7.25010, -2.65340], [-2.59750, 5.91600, -1.96303], [-2.26813, 3.68022, -0.94008], [-0.55947, 0.35947, -6.12665], [-0.50193, 0.11151, -4.81648], [0.62712, -0.49916, -4.29983], [0.68063, -0.75534, -2.93734], [-0.38328, -0.39610, -2.11757], [-1.51321, 0.20675, -2.65876], [-1.57447, 0.47310, -4.02019], [1.44050, -0.76892, -4.95967], [1.56043, -1.23428, -2.52401], [-2.35177, 0.49835, -2.03581], [-2.43812, 0.94727, -4.46650]], "spin_multiplicity": 5, "e_tot_ha": -1754.96782, "lumo_ev": [-6.408, -8.478], "homo_lumo_gap_ev": [6.47, 5.39], "e_homo_ev": [-12.9, -13.9], "total_charge": 2}

=====

# 2
{"formula": "C3H3NO2", "method": "ωB97M-V/def2-TZVPD", "species": ["O", "C", "N", "O", "C", "C", "H", "H", "H"], "positions_angstrom": [[-1.49149, -1.48635, 0.00043], [-0.70001, -0.39690, -0.12374], [-1.40872, 0.72949, -0.69886], [-0.76043, 1.72089, -0.90894], [1.74111, 0.18811, 0.51984], [0.55891, -0.26777, 0.22439], [-2.36854, -1.21810, -0.31897], [2.56893, 0.15560, -0.18504], [1.92729, 0.63058, 1.49667]], "smiles": "C=C=C(O)N=O", "e_above_lowest_kcal_mol": 114.7, "e_tot_ha": -321.19479, "lumo_ev": [-0.753, -0.753], "homo_lumo_gap_ev": [8.74, 8.74], "e_homo_ev": [-9.5, -9.5]}

=====

# 3
{"formula": "C2H7O2", "method": "ωB97M-V/def2-TZVPD", "species": ["O", "H", "C", "O", "C", "H", "H", "H", "H", "H", "H"], "positions_angstrom": [[-1.86002, 0.75754, 0.45773], [-1.63837, 1.37642, -0.24097], [0.35858, -0.78165, 0.48386], [-0.66959, -1.48712, -0.05814], [0.85019, 0.26955, -0.52007], [0.08706, -0.22178, 1.54609], [1.24983, -1.45966, 0.65134], [-1.42668, -0.16371, 0.22649], [1.53971, -0.22781, -1.26128], [0.11075, 0.85967, -1.21059], [1.39854, 1.07855, -0.07446]], "e_above_lowest_kcal_mol": 19.8, "e_tot_ha": -230.85308, "lumo_ev": 4.653, "homo_lumo_gap_ev": 7.60, "e_homo_ev": -2.9, "total_charge": -1}

=====

# 4
{"formula": "C24H14Br4F3NO3S5SbW", "method": "ωB97M-V/def2-TZVPD", "species": ["W", "Br", "C", "C", "Br", "C", "Br", "C", "O", "C", "O", "C", "Br", "S", "Sb", "S", "S", "S", "F", "C", "F", "F", "C", "C", "C", "N", "C", "C", "H", "H", "H", "H", "O", "S", "C", "C", "C", "C", "C", "C", "C", "C", "C", "C", "C", "C", "H", "H", "H", "H", "H", "H", "H", "H", "H", "H"], "positions_angstrom": [[0.13160, -0.57490, 0.14400], [1.34350, 4.38660, 4.68360], [1.43470, 2.76630, 3.72550], [2.55250, 1.95180, 3.82930], [3.97340, 2.44410, 4.96740], [2.63730, 0.76490, 3.09570], [4.16020, -0.34310, 3.18690], [1.59130, 0.37940, 2.27060], [1.54340, -0.70580, 1.51720], [0.43450, 1.19860, 2.19500], [-0.52670, 0.72660, 1.42510], [0.37440, 2.38940, 2.90260], [-1.16400, 3.45780, 2.70460], [-0.50700, -2.00600, -4.17290], [-0.69130, -2.05730, -1.91340], [-1.39770, 0.66810, -1.15660], [1.67350, -1.90930, -1.06400], [-1.40610, -4.09910, -1.17340], [-2.50020, -5.13770, 4.70030], [-3.15920, -4.10520, 4.14990], [-4.32400, -4.58910, 3.67940], [-3.51870, -3.31410, 5.20540], [-2.37000, -3.36950, 3.13440], [-0.96750, -3.50240, 3.04600], [-0.28060, -2.81170, 2.09760], [-0.88150, -1.89800, 1.23270], [-2.27680, -1.81020, 1.31910], [-3.01550, -2.51600, 2.21430], [-0.44640, -4.17080, 3.71150], [0.78850, -2.95730, 1.93290], [-2.75220, -1.14150, 0.59520], [-4.09150, -2.45100, 2.20720], [1.34960, 0.83780, -0.45920], [1.08350, 0.67080, -1.96820], [2.76310, 0.48700, -2.65770], [2.79540, -0.19940, -3.86400], [4.01700, -0.46240, -4.45750], [5.18830, -0.04610, -3.84470], [5.14640, 0.62230, -2.63180], [3.92630, 0.89320, -2.03300], [0.90890, 2.39600, -2.46430], [1.14290, 3.41490, -1.55950], [1.03270, 4.73000, -1.97690], [0.67780, 5.00760, -3.28570], [0.41440, 3.97640, -4.17480], [0.52950, 2.65880, -3.77000], [1.87510, -0.56300, -4.30890], [4.04440, -1.00130, -5.39270], [6.14100, -0.26880, -4.30140], [6.06180, 0.93270, -2.14930], [3.87750, 1.38840, -1.07410], [1.40310, 3.17960, -0.53450], [1.22580, 5.53070, -1.27830], [0.60120, 6.03660, -3.60710], [0.10490, 4.19980, -5.18400], [0.31730, 1.83640, -4.43770]], "e_tot_ha": -14097.49385, "lumo_ev": [0.545, 0.540], "homo_lumo_gap_ev": [5.07, 5.06], "e_homo_ev": [-4.5, -4.5], "total_charge": -1}